Model a:
{"formula": "C6H12O", "method": "the ωB97M-V functional and the def2-TZVPD basis", "symbols": ["C", "C", "C", "C", "C", "C", "O", "H", "H", "H", "H", "H", "H", "H", "H", "H", "H", "H", "H"], "xyz": [[1.632, -0.669, -0.192], [1.391, -0.275, 1.060], [0.013, -0.125, 1.655], [-1.026, -0.389, 0.574], [-0.797, 0.434, -0.691], [-1.200, -0.208, -1.986], [-0.550, 1.623, -0.665], [0.901, -1.177, -0.812], [2.597, -0.508, -0.657], [2.231, -0.009, 1.699], [-0.110, 0.901, 2.029], [-0.128, -0.777, 2.525], [-2.035, -0.112, 0.901], [-1.043, -1.457, 0.329], [-2.288, -0.299, -1.898], [-0.793, -1.210, -2.139], [-0.960, 0.448, -2.824], [0.772, 1.980, 0.348], [1.392, 1.830, 0.745]], "e_homo_ev": -9.27, "mol_weight_g_mol": 100.16, "homo_lumo_gap_ev": 10.2, "charge": 0, "lumo_ev": 0.93, "smiles": "C=CCCC(C)=O.[H][H]"}

Model b:
{"formula": "C6H12O", "method": "the ωB97M-V functional and the def2-TZVPD basis", "symbols": ["C", "C", "C", "C", "H", "H", "H", "H", "H", "H", "H", "H", "C", "C", "O", "H", "H", "H", "H"], "xyz": [[-0.049, 1.004, -1.465], [-0.687, 1.180, -0.119], [-1.593, 0.400, 0.478], [-2.059, -0.966, 0.057], [1.044, 1.001, -1.384], [-0.365, 0.087, -1.970], [-0.337, 1.854, -2.095], [-0.390, 2.087, 0.408], [-2.034, 0.780, 1.400], [-1.431, -1.402, -0.727], [-3.095, -0.963, -0.301], [-2.027, -1.643, 0.920], [2.742, -0.319, 0.203], [1.560, -0.719, 0.661], [1.111, -0.385, 1.900], [3.115, -0.679, -0.749], [3.356, 0.357, 0.789], [0.903, -1.359, 0.068], [0.149, -0.288, 1.844]], "e_homo_ev": -8.92, "mol_weight_g_mol": 100.16, "homo_lumo_gap_ev": 9.9, "charge": 0, "lumo_ev": 0.97, "smiles": "C/C=C\\C.C=CO"}

Model c:
{"formula": "C6H12O", "method": "the ωB97M-V functional and the def2-TZVPD basis", "symbols": ["C", "C", "C", "C", "C", "C", "H", "H", "H", "H", "H", "H", "H", "H", "H", "H", "O", "H", "H"], "xyz": [[0.977, 1.513, -0.945], [0.131, 1.287, 0.089], [-0.118, 0.125, 0.899], [0.824, -0.867, 1.010], [-1.595, -0.076, 1.337], [-2.549, 0.301, 0.152], [1.031, 2.496, -1.408], [1.398, 0.557, -1.224], [-0.339, 2.195, 0.531], [1.819, -0.683, 0.580], [0.609, -1.827, 1.469], [-1.682, -1.081, 1.703], [-1.729, 0.594, 2.228], [-2.440, -0.439, -0.623], [-2.174, 1.227, -0.321], [-3.583, 0.451, 0.487], [3.513, -1.887, -1.949], [3.028, -1.871, -2.777], [2.877, -2.015, -1.240]], "e_homo_ev": -8.95, "mol_weight_g_mol": 100.16, "homo_lumo_gap_ev": 9.6, "charge": 0, "lumo_ev": 0.70, "smiles": "C=CC(=C)CC.O"}

Compare the structures above. Which one is the most stable? model b is.